(1)
Entry from OMol25: a structure of composition C17H21AsN5S6W (the ωB97M-V functional and the def2-TZVPD basis).

Geometry as XYZ:
```
51
Properties=species:S:1:pos:R:3:forces:R:3
W -0.6159 -1.2230 -1.6003 -0.21 0.25 0.15
N -2.1503 2.5143 -0.0580 -0.03 0.02 -0.08
C -1.4993 3.6400 -0.6363 0.02 -0.01 0.03
C -2.1417 4.8610 -0.7326 0.01 -0.01 0.01
C -1.4815 5.9286 -1.3258 0.01 0.01 0.00
C -0.2111 5.7613 -1.8556 -0.02 0.01 0.00
C 0.4133 4.5235 -1.7894 0.02 -0.04 0.00
C -0.2229 3.4723 -1.1491 -0.08 0.01 0.01
S 0.5490 1.9027 -0.9342 0.03 -0.02 -0.03
N -0.8242 0.8803 -1.0571 -0.08 0.12 0.00
C -1.9459 1.2654 -0.5437 0.07 0.01 0.00
C -3.0377 0.2595 -0.4648 -0.03 0.01 0.03
C -4.3283 0.5593 -0.0718 0.00 -0.01 -0.01
C -5.2696 -0.4594 -0.0124 0.00 -0.02 0.00
C -4.8943 -1.7429 -0.3584 0.00 0.01 0.00
C -3.5887 -1.9681 -0.7616 0.01 0.00 -0.01
N -2.6825 -0.9927 -0.8118 0.07 -0.01 0.04
H -3.0427 2.7055 0.3652 0.00 -0.02 0.01
H -3.1457 4.9829 -0.3438 0.00 0.00 0.00
H -1.9719 6.8902 -1.3847 0.00 0.00 0.00
H 0.2932 6.5912 -2.3303 0.00 0.00 0.00
H 1.3961 4.3771 -2.2182 0.00 0.00 0.00
H -4.6269 1.5679 0.1733 0.01 0.00 0.00
H -6.2835 -0.2436 0.2950 0.00 0.00 0.00
H -5.5949 -2.5646 -0.3314 0.00 0.00 0.00
H -3.2476 -2.9473 -1.0669 -0.01 0.00 0.01
S 1.5916 -3.6277 -4.4106 -0.08 0.08 0.04
As 1.1953 -3.0253 -2.5107 0.47 -0.46 -0.16
S -0.4687 -3.6304 -1.3002 0.02 0.21 0.00
S -1.2595 -0.9615 -3.5869 0.01 0.00 -0.12
S 1.7903 -1.1496 -1.6458 -0.22 -0.07 -0.07
C 3.9630 -0.3387 3.1772 0.00 0.01 0.00
C 3.4641 -0.4204 1.7436 0.00 -0.03 0.00
N 2.0049 -0.4980 1.6481 -0.04 -0.04 -0.02
C 1.1896 -1.5274 1.4421 0.00 0.10 0.15
S -0.4832 -1.1449 1.1323 -0.02 -0.11 0.08
N 1.5220 -2.8054 1.4934 0.03 -0.07 -0.04
C 2.7822 -3.4827 1.8102 0.00 0.02 -0.03
C 3.5454 -3.9079 0.5659 0.01 -0.02 0.00
H 5.0477 -0.2336 3.1906 0.00 -0.01 0.00
H 3.6969 -1.2286 3.7481 0.00 0.02 0.01
H 3.5326 0.5236 3.6863 0.00 0.00 0.00
H 3.9018 -1.2564 1.2037 0.00 0.00 0.00
H 3.7517 0.4773 1.1951 0.01 0.00 0.01
H 1.5143 0.3832 1.6050 0.02 0.01 0.01
H 0.7656 -3.4097 1.2039 -0.02 0.00 0.01
H 2.5157 -4.3583 2.4026 -0.02 0.00 -0.01
H 3.3783 -2.8484 2.4576 0.01 0.02 0.00
H 2.9442 -4.5884 -0.0389 0.00 0.00 0.00
H 4.4595 -4.4297 0.8490 0.00 0.00 0.00
H 3.8102 -3.0528 -0.0568 0.01 0.00 0.01
```
Positions in Å, forces in eV/Å.

For the max |F|, the calculation gives 0.67 eV Å⁻¹. The value obtained for the lowest unoccupied orbital energy (spin up / spin down) is -0.149 / -0.149 Eh. The energy above the lowest of the compared OMol25 structures with the same formula, charge and spin is 0.053 eV. The value obtained for the total energy is -5626.11674 a.u. As for the net charge: +1. Its multiplicity is 1. Its HOMO-LUMO gap (spin up / spin down) is 6.2 / 6.2 eV.

Let us look at the Mulliken charges, expressed in e, one per atom: number 1, W, carries 0.515; number 2, N, carries -0.222; number 3, C, carries 0.143; number 4, C, carries -0.720; number 5, C, carries -0.647; number 6, C, carries -0.628; number 7, C, carries -0.607; number 8, C, carries 0.799; number 9, S, carries -0.107; number 10, N, carries -0.115; number 11, C, carries 0.608; number 12, C, carries 1.109; number 13, C, carries -0.903; number 14, C, carries -0.577; number 15, C, carries -0.888; number 16, C, carries -0.115; number 17, N, carries -0.008; number 18, H, carries 0.215; number 19, H, carries 0.334; number 20, H, carries 0.396; number 21, H, carries 0.399; number 22, H, carries 0.446; number 23, H, carries 0.362; number 24, H, carries 0.456; number 25, H, carries 0.423; number 26, H, carries 0.418; number 27, S, carries -0.309; number 28, As, carries 0.421; number 29, S, carries -0.334; number 30, S, carries -0.149; number 31, S, carries -0.300; number 32, C, carries -1.135; number 33, C, carries -0.395; number 34, N, carries -0.031; number 35, C, carries 0.475; number 36, S, carries -0.355; number 37, N, carries 0.005; number 38, C, carries -0.340; number 39, C, carries -0.884; number 40, H, carries 0.367; number 41, H, carries 0.257; number 42, H, carries 0.366; number 43, H, carries 0.107; number 44, H, carries 0.427; number 45, H, carries 0.256; number 46, H, carries 0.259; number 47, H, carries 0.426; number 48, H, carries -0.068; number 49, H, carries 0.304; number 50, H, carries 0.389; number 51, H, carries 0.156



(2)
Entry from OMol25: a structure of composition C17H21BN6O3PtS at a distorted geometry (the ωB97M-V functional and the def2-TZVPD basis).

Geometry as XYZ:
```
50
Properties=species:S:1:pos:R:3:forces:R:3
H 2.4157 -0.7940 -1.5508 -0.11 0.08 -0.46
N 0.5526 0.0868 -1.9660 1.00 -0.12 -0.87
B -1.5926 1.0951 -2.8538 1.17 0.35 0.42
N -0.1227 0.5526 -3.0552 0.08 -0.35 0.78
C 0.6718 0.3766 -4.1279 -0.30 0.04 0.83
Pt -0.1323 0.1841 -0.0965 0.16 -1.20 0.69
H 0.2795 0.6993 -5.0752 0.33 -0.14 -0.30
C 1.8569 -0.1957 -3.6897 0.64 -0.14 -0.61
H 2.6968 -0.4608 -4.2951 0.19 -0.04 -0.24
C 1.7652 -0.3727 -2.3169 -1.06 0.42 -0.48
H -2.1169 1.4234 -3.8740 -0.01 -0.14 0.21
C -0.3270 0.3688 2.3728 -0.59 -0.03 -0.91
H 0.1079 -0.2290 3.1836 -0.35 0.45 -0.12
H -1.0139 -0.3494 1.8417 0.03 0.42 0.78
H -0.8031 1.3505 2.5567 0.22 -0.89 0.38
N -1.4598 2.2575 -1.8224 0.12 0.57 0.53
N -2.3419 -0.0452 -2.0878 -0.82 -0.77 -0.16
N -0.8399 2.0435 -0.6332 -0.22 1.49 0.66
N -1.7846 -0.5638 -0.9527 -0.62 -0.33 0.35
C -1.8155 3.5599 -1.8826 0.36 -0.14 0.77
C -3.4591 -0.7455 -2.3562 1.81 1.77 -0.22
H -2.3296 3.9457 -2.7614 0.20 -0.04 0.38
H -4.0280 -0.4642 -3.2197 -0.36 -0.19 -0.20
C -1.4069 4.1746 -0.6852 -0.18 -0.08 -0.42
C -3.6102 -1.7144 -1.3694 0.50 -1.11 1.79
C -0.7909 3.1928 0.0926 -0.72 -0.60 -1.80
C -2.5350 -1.5870 -0.4891 -1.16 -0.06 -1.25
H -1.5483 5.2027 -0.4175 -0.03 0.18 -0.01
H -4.3981 -2.4217 -1.2939 -0.48 -0.41 0.00
H -0.3341 3.2224 1.0772 -0.14 0.05 -0.33
H -2.2380 -2.1378 0.3969 -0.14 0.04 -0.15
H 0.5501 0.5664 1.7184 0.79 0.32 0.34
C 5.7275 -2.8929 5.9161 0.09 0.14 -0.63
C 4.6002 -2.8023 4.9325 0.93 -0.08 1.09
C 3.2881 -3.0675 5.3465 -2.27 -0.27 -0.23
C 2.2407 -3.0805 4.4253 0.64 -0.25 1.93
C 2.5034 -2.8318 3.0714 -0.56 -0.32 -0.54
C 3.7958 -2.4799 2.6617 1.99 0.23 0.56
C 4.8317 -2.4682 3.5946 -0.40 0.38 -2.08
S 1.1934 -3.0400 1.8519 -0.10 -0.40 0.27
O 1.2338 -4.4553 1.5282 0.18 1.17 0.25
O 0.0025 -2.5915 2.5720 0.44 0.01 -0.60
O 1.6330 -2.1340 0.7738 -0.65 0.28 0.01
H 5.6056 -2.2131 6.7662 -0.24 -0.05 -0.06
H 5.7873 -3.9060 6.3288 -0.11 0.03 0.01
H 6.6781 -2.6610 5.4324 -0.09 -0.06 0.10
H 3.0973 -3.2685 6.4047 0.00 0.02 -0.41
H 1.2214 -3.2833 4.7442 0.18 -0.04 -0.09
H 3.9817 -2.2271 1.6244 -0.04 -0.10 0.09
H 5.8459 -2.2037 3.2921 -0.31 -0.11 -0.01
```
Positions in Å, forces in eV/Å.

For the max |F|, the calculation gives 2.54 eV Å⁻¹. The value obtained for the lowest unoccupied orbital energy (spin up / spin down) is -0.213 / -0.395 Eh. The energy above the lowest of the compared OMol25 structures with the same formula, charge and spin is 0.070 eV. As for the expectation value of S²: 6.037. The value obtained for the total energy is -1756.27449 a.u. As for the net charge: +2. Its multiplicity is 5. Its HOMO-LUMO gap (spin up / spin down) is 9.1 / 4.3 eV.

Let us look at the Mulliken charges, expressed in e, one per atom: number 1, H, carries 0.431; number 2, N, carries -0.246; number 3, B, carries -0.041; number 4, N, carries 0.064; number 5, C, carries -0.079; number 6, Pt, carries 1.609; number 7, H, carries 0.512; number 8, C, carries -1.131; number 9, H, carries 0.437; number 10, C, carries 0.119; number 11, H, carries -0.005; number 12, C, carries -0.855; number 13, H, carries 0.362; number 14, H, carries 0.163; number 15, H, carries 0.394; number 16, N, carries 0.184; number 17, N, carries 0.185; number 18, N, carries -0.633; number 19, N, carries -0.670; number 20, C, carries -0.051; number 21, C, carries 0.047; number 22, H, carries 0.473; number 23, H, carries 0.535; number 24, C, carries -1.101; number 25, C, carries -1.008; number 26, C, carries 0.069; number 27, C, carries -0.004; number 28, H, carries 0.421; number 29, H, carries 0.471; number 30, H, carries 0.466; number 31, H, carries 0.532; number 32, H, carries 0.302; number 33, C, carries -1.343; number 34, C, carries 0.959; number 35, C, carries -0.506; number 36, C, carries -0.462; number 37, C, carries 0.213; number 38, C, carries -0.425; number 39, C, carries -0.676; number 40, S, carries 1.277; number 41, O, carries -0.625; number 42, O, carries -0.658; number 43, O, carries -0.566; number 44, H, carries 0.369; number 45, H, carries 0.371; number 46, H, carries 0.376; number 47, H, carries 0.430; number 48, H, carries 0.496; number 49, H, carries 0.472; number 50, H, carries 0.349